1.
One molecule with the formula C3H8N2O, computed with ωB97M-V/def2-TZVPD.

Summary:
Gap between HOMO and LUMO in eV: 9.781
E_LUMO in Ha: 0.031
SMILES: O[C@H]1CCNN1
2S+1: 1
Energy relative to the best compared isomer or geometry (same formula, charge and spin) in kcal per mole: 65.3
Total energy in Eh: -303.788023

Geometry (Å):
O  -0.726  1.944  -0.181
C  0.045  1.061  0.475
C  -0.737  -0.327  0.618
C  -0.058  -1.152  -0.560
N  1.250  -0.633  -0.774
N  1.230  0.697  -0.360
H  -0.610  2.831  0.184
H  0.358  1.459  1.507
H  -1.751  0.029  0.388
H  -0.931  -0.772  1.602
H  -0.057  -2.322  -0.584
H  -0.698  -0.946  -1.387
H  1.922  -1.094  -0.238
H  1.036  1.271  -1.180

---

2.
A 2-piece molecular cluster, C3H7N2P overall, computed with ωB97M-V/def2-TZVPD.

Summary:
Gap between HOMO and LUMO (spin up / spin down) in eV: 8.212 / 7.440
E_LUMO (spin up / spin down) in Ha: -0.016 / -0.024
2S+1: 1
Energy relative to the best compared isomer or geometry (same formula, charge and spin) in kcal per mole: 61.9
Total energy in Eh: -569.192886

Geometry (Å):
C  -0.706  1.174  0.493
C  -1.761  0.126  0.365
C  -0.957  -0.800  -0.578
N  0.340  0.976  -0.215
N  0.355  -0.203  -0.779
P  3.450  0.247  0.171
H  -0.877  2.069  1.068
H  -1.813  -0.369  1.330
H  -2.677  0.563  0.140
H  -0.888  -1.837  -0.193
H  -1.264  -0.626  -1.715
H  3.098  -0.911  0.983
H  3.697  -0.409  -1.070

---

3.
C8H9ClF2NO15V as an isolated structure, computed with ωB97M-V/def2-TZVPD.

Summary:
Gap between HOMO and LUMO (spin up / spin down) in eV: 2.802 / 4.425
E_LUMO (spin up / spin down) in Ha: 0.150 / 0.150
Net charge: -2
2S+1: 5
Total energy in Eh: -3097.151083

Geometry (Å):
V  -4.148  -2.157  -1.108
C  -2.347  -2.950  0.697
O  -1.999  -3.395  1.767
O  -2.603  -1.784  0.369
O  -3.153  -3.705  0.109
Cl  -3.986  0.822  -2.476
O  -4.807  1.554  -3.398
O  -3.527  -0.430  -2.936
O  -2.832  1.619  -2.117
O  -4.709  0.450  -1.318
C  -8.126  -2.888  -2.767
N  -6.855  -2.086  -2.993
O  -5.908  -2.364  -2.289
O  -6.739  -1.485  -4.029
H  -7.928  -3.292  -1.774
H  -8.171  -3.697  -3.496
H  -9.075  -2.366  -2.883
C  -8.591  -0.741  2.264
C  -7.357  -0.174  2.903
O  -6.370  -0.429  1.926
C  -6.771  -1.420  1.184
O  -6.076  -1.951  0.301
O  -7.924  -1.793  1.564
F  -7.213  -0.942  4.021
H  -9.044  0.017  1.625
H  -9.378  -1.054  2.950
H  -7.446  0.853  3.256
C  -2.044  -5.821  -4.950
C  -3.412  -6.414  -4.774
O  -4.101  -5.396  -4.075
C  -3.276  -4.457  -3.639
O  -3.531  -3.580  -2.852
O  -1.995  -4.691  -4.085
F  -3.272  -7.604  -4.110
H  -1.890  -5.480  -5.973
H  -1.239  -6.482  -4.629
H  -3.959  -6.689  -5.675

---

4.
A 8-piece molecular cluster, C5H24O8 overall, computed with ωB97M-V/def2-TZVPD.

Summary:
Gap between HOMO and LUMO in eV: 9.768
E_LUMO in Ha: 0.011
SMILES: CC/C=C/CO.O.O.O.O.O.O.O
2S+1: 1
Energy relative to the best compared isomer or geometry (same formula, charge and spin) in kcal per mole: 32.1
Total energy in Eh: -806.763882

Geometry (Å):
C  -1.566  1.802  -2.021
C  -1.693  2.809  -0.891
C  -0.507  2.872  -0.023
C  -0.444  2.386  1.218
C  0.866  2.319  2.033
O  1.328  0.910  2.046
H  -2.493  1.532  -2.492
H  -1.223  0.822  -1.740
H  -0.697  2.009  -2.692
H  -2.607  2.658  -0.372
H  -1.906  3.832  -1.241
H  0.233  3.637  -0.320
H  -1.357  1.931  1.640
H  0.835  2.440  3.082
H  1.684  2.830  1.595
H  0.490  0.312  2.221
O  2.473  -0.092  -0.024
H  1.999  0.430  0.703
H  2.159  -1.010  0.096
O  -2.172  -2.397  0.179
H  -2.362  -1.688  0.792
H  -1.866  -1.995  -0.640
O  -0.883  -0.308  2.472
H  -0.529  -1.241  2.287
H  -1.062  -0.270  3.411
O  0.567  -2.413  1.753
H  0.546  -2.964  0.905
H  0.472  -3.031  2.498
O  2.789  -0.331  -2.619
H  2.689  0.605  -2.840
H  2.908  -0.314  -1.647
O  0.383  -2.434  -2.502
H  1.087  -2.927  -2.903
H  0.800  -1.735  -1.990
O  -0.044  -3.702  -0.335
H  -1.000  -3.946  -0.416
H  0.103  -3.333  -1.226

---

5.
One molecule with the formula H5NP4, computed with ωB97M-V/def2-TZVPD.

Summary:
Gap between HOMO and LUMO in eV: 7.912
E_LUMO in Ha: -0.018
SMILES: [PH2]#P=N[PH]#[PH2]
2S+1: 1
Energy relative to the best compared isomer or geometry (same formula, charge and spin) in kcal per mole: 22.7
Total energy in Eh: -1423.054383

Geometry (Å):
P  -3.049  0.014  0.455
P  -1.169  0.075  -0.784
N  -0.200  -0.620  0.190
P  1.709  -0.977  -0.376
P  2.360  0.886  0.561
H  -3.508  -1.227  0.263
H  -3.709  0.551  -0.542
H  1.996  -1.655  0.752
H  1.871  1.865  -0.579
H  3.698  1.088  0.059

---

6.
C21H28Br4CsN5O6S3 as an isolated structure, computed with ωB97M-V/def2-TZVPD.

Summary:
Gap between HOMO and LUMO in eV: 4.344
E_LUMO in Ha: 0.124
Net charge: -2
2S+1: 1
Energy relative to the best compared isomer or geometry (same formula, charge and spin) in kcal per mole: 77.9
Total energy in Eh: -13053.087633

Geometry (Å):
Cs  0.470  0.860  -2.443
N  0.115  -1.832  -0.447
C  -0.549  -2.726  0.496
C  -2.042  -2.702  0.228
N  -2.576  -1.359  0.400
C  -3.856  -1.212  -0.270
C  -4.015  0.201  -0.821
N  -2.914  0.431  -1.733
H  -0.324  -1.868  -1.373
H  1.087  -2.079  -0.601
H  -0.384  -2.375  1.518
H  -0.186  -3.765  0.442
H  -2.557  -3.404  0.897
H  -2.210  -3.063  -0.802
H  -1.938  -0.694  -0.041
H  -4.694  -1.456  0.397
H  -3.921  -1.911  -1.122
H  -3.937  0.937  -0.016
H  -5.023  0.303  -1.254
H  -2.791  1.403  -1.992
H  -2.927  -0.153  -2.561
Br  -1.063  -4.612  -7.131
C  -0.072  -3.355  -6.110
C  1.215  -3.022  -6.447
Br  2.065  -3.812  -7.950
C  1.912  -2.067  -5.675
Br  3.700  -1.571  -6.087
C  1.360  -1.390  -4.569
O  1.988  -0.513  -3.891
C  -0.028  -1.781  -4.186
O  -0.575  -1.246  -3.156
C  -0.668  -2.733  -4.989
Br  -2.437  -3.183  -4.430
C  4.992  -0.311  2.317
C  4.439  0.917  1.606
S  2.850  0.650  0.802
C  1.788  1.827  1.654
C  1.512  1.592  3.132
S  0.462  0.153  3.434
C  1.532  -0.985  4.318
C  2.721  -1.541  3.528
S  4.270  -0.678  3.924
H  6.056  -0.169  2.528
H  4.921  -1.190  1.674
H  5.154  1.220  0.836
H  4.354  1.745  2.312
H  0.871  1.801  1.064
H  2.187  2.834  1.508
H  0.995  2.471  3.524
H  2.435  1.475  3.703
H  0.859  -1.806  4.577
H  1.867  -0.548  5.262
H  2.533  -1.432  2.460
H  2.853  -2.599  3.760
O  -2.037  5.984  2.639
C  -1.269  5.351  1.688
O  -0.458  5.980  1.073
C  -1.540  3.907  1.560
C  -2.047  3.083  2.554
N  -2.139  1.860  2.021
N  -1.715  1.822  0.746
C  -1.352  3.057  0.442
C  -0.765  3.236  -0.957
O  -1.564  3.518  -1.865
O  0.429  2.886  -1.042
H  -2.755  5.387  2.878
H  -2.301  3.268  3.586
H  -2.362  0.984  2.470